[1]
The following is a quantum chemistry calculation of a structure of composition C17H18Cl5N8O4STa, from OMol25.

Geometry as XYZ:
```
54
Properties=species:S:1:pos:R:3:forces:R:3:lowdin_spin:R:1
Ta -0.19872 0.45304 -0.88057 0.2 0.0 0.4 0.0274
N 1.25649 -0.54487 2.80212 0.0 0.0 0.0 0.0009
N 2.04549 -1.55834 2.26184 0.1 0.1 0.0 0.0166
C 2.39001 -1.56095 0.94733 -0.1 0.0 0.0 0.0307
N 3.58785 -2.09909 0.66946 0.1 -0.1 0.1 0.0128
N 1.57896 -1.08823 0.01612 0.1 0.1 0.1 0.0559
N 2.20634 -0.93045 -1.23946 0.0 -0.3 -0.1 0.3994
O 2.84136 -1.84137 -1.81768 -0.1 0.0 0.0 0.3603
O 1.34142 -0.20331 -1.99212 0.0 0.2 -0.1 0.0701
H 1.81882 0.07716 3.37094 0.0 0.0 0.0 0.0004
H 0.52358 -0.95342 3.36805 0.0 0.0 0.0 0.0001
H 2.65801 -2.06862 2.88072 0.0 0.0 0.0 0.0005
H 4.18753 -2.40289 1.41517 0.0 0.0 0.0 0.0007
H 3.78845 -2.36423 -0.28635 0.0 0.0 0.0 -0.0011
O 1.20109 1.55959 0.17346 -0.2 0.1 -0.1 0.0008
N 1.98483 2.48869 -0.38754 0.0 0.0 0.0 -0.0001
C 3.06697 2.87689 0.32092 0.0 0.0 0.0 0.0006
C 3.90682 3.83081 -0.17530 0.0 0.0 0.0 -0.0002
C 3.62531 4.39202 -1.42562 0.0 0.0 0.0 0.0001
C 2.51700 3.98160 -2.12289 0.0 0.0 0.0 -0.0002
C 1.66586 3.00445 -1.59163 0.0 0.0 0.0 -0.0001
S 0.22240 2.46690 -2.33752 0.0 -0.1 0.1 0.0020
H 3.17971 2.37410 1.26847 0.0 0.0 0.0 0.0000
H 4.76861 4.13113 0.40076 0.0 0.0 0.0 0.0000
H 4.27887 5.14581 -1.84211 0.0 0.0 0.0 0.0000
H 2.27016 4.39282 -3.09051 0.0 0.0 0.0 0.0000
C -2.79115 1.74981 -2.17414 -0.1 0.0 0.0 0.0005
O -1.91262 0.83795 -1.54317 0.1 0.1 -0.2 0.0028
H -2.70813 1.64480 -3.25634 0.0 0.0 0.0 0.0000
H -2.54520 2.77081 -1.88296 0.0 0.0 0.0 0.0001
H -3.81275 1.52519 -1.86796 0.0 0.0 0.0 0.0000
Cl -1.33737 3.06033 0.72635 0.0 0.0 0.0 0.0002
C -1.64281 1.62657 1.66264 0.0 0.0 0.0 0.0000
C -1.21743 0.39438 1.17159 0.0 -0.1 -0.1 0.0016
C -1.58803 -0.70295 1.95051 0.0 -0.1 0.0 0.0005
Cl -1.11868 -2.32119 1.50846 0.1 0.0 0.0 0.0017
C -2.29498 -0.58446 3.14863 0.0 0.1 0.0 0.0001
Cl -2.70464 -1.96846 4.08528 0.0 0.0 0.0 0.0000
C -2.66088 0.67733 3.61508 0.0 0.0 0.0 0.0000
Cl -3.51025 0.84651 5.09287 0.0 0.0 0.0 0.0000
C -2.33251 1.79942 2.86149 0.0 -0.1 0.0 0.0000
Cl -2.78861 3.35901 3.41044 0.0 0.0 0.0 0.0000
C -3.64637 -3.94659 -1.51026 0.0 0.0 0.0 0.0001
N -2.38962 -3.21297 -1.59030 0.0 0.0 0.0 0.0001
C -1.14559 -3.74430 -1.86042 -0.1 0.0 0.1 0.0004
C -0.26257 -2.72164 -1.77450 0.0 0.1 -0.1 0.0043
N -0.95167 -1.56644 -1.45874 0.0 -0.1 0.0 0.0040
C -2.22913 -1.91417 -1.35663 0.0 0.1 0.0 0.0008
H -3.52979 -4.89437 -2.02754 0.0 0.0 0.0 0.0000
H -4.43535 -3.37681 -1.99429 0.0 0.0 0.0 0.0000
H -3.90684 -4.13262 -0.47013 0.0 0.0 0.0 0.0000
H -1.01240 -4.78241 -2.10720 0.0 0.0 0.0 0.0000
H 0.79687 -2.73542 -1.96006 0.0 0.0 0.0 0.0051
H -3.03473 -1.24655 -1.10473 0.0 0.0 0.0 0.0000
```
Positions in Å, forces in eV/Å.

The calculation puts the energy at -4153.551517 hartree. The HOMO energy (alpha / beta) is -10.44 / -11.33 eV. The frontier orbital gap (alpha / beta) comes out at 7.5 / 8.2 eV. The charge is +1. The energy above the lowest of the compared OMol25 structures with the same formula, charge and spin is 0.0000 eV. Its spin multiplicity is 2.


[2]
The following is a quantum chemistry calculation of a structure of composition C17H18ClN3O3, from OMol25.

Geometry as XYZ:
```
42
Properties=species:S:1:pos:R:3:forces:R:3:nbo_charge:R:1
C -3.95670 -4.02896 0.60626 2.7 1.9 -0.7 -0.2649
H -3.21758 -4.14086 1.40329 -0.3 0.1 -0.1 0.1986
O -3.18244 -3.27374 -0.54907 -4.5 -10.8 -0.1 -0.4611
C -2.86539 -2.11397 -0.33606 2.3 1.8 -6.6 0.2161
C -3.06423 -1.53954 0.71367 -3.7 8.6 15.4 -0.2797
C -2.67340 -0.15300 1.01553 -0.8 -1.1 1.4 -0.2920
C -2.03581 0.42668 0.07697 3.8 5.0 -9.7 0.1713
C -1.81896 -0.15486 -1.39463 -2.8 -2.3 5.9 -0.2147
C -2.33168 -1.43734 -1.47417 2.4 2.2 -0.4 -0.1920
H -2.11715 -2.06589 -2.30349 -0.3 -0.4 -0.9 0.2145
H -1.36078 0.45025 -2.11039 0.5 0.2 -1.2 0.2027
N -1.62148 1.96993 -0.05340 -1.1 -6.4 3.7 -0.4661
C -0.96764 2.41698 -1.18902 3.0 6.5 6.5 -0.1598
H -1.56423 2.47729 -1.92743 -4.0 0.3 -5.6 0.1897
C 0.49302 2.25084 -1.46392 1.9 1.4 3.5 -0.2559
N 1.01669 1.79879 0.03879 3.3 -3.8 -7.4 -0.4570
C 2.10493 0.73042 0.00109 -6.5 6.0 3.3 0.1705
C 2.87442 0.67278 -1.09157 4.4 -0.5 -4.4 -0.2409
C 4.03542 -0.08298 -1.26233 -5.8 -0.1 7.1 -0.1479
C 4.12609 -0.95329 0.02911 5.6 2.9 -13.0 0.0220
C 3.27989 -0.89816 0.93386 -5.4 -0.7 13.0 -0.1410
C 2.18223 0.11719 1.19591 6.4 -4.2 -5.4 -0.1430
Cl 1.24377 0.07732 2.47543 -1.9 -0.6 3.0 0.1640
H 3.42325 -1.50584 2.03560 -0.1 1.0 -3.7 0.2773
N 5.21773 -1.77738 -0.33224 0.1 -7.3 15.2 0.4773
O 5.48833 -2.57685 0.91071 -1.8 3.6 -2.8 -0.5863
O 5.90255 -2.22719 -1.10272 2.3 1.0 -8.2 -0.2052
H 4.61266 -0.12351 -2.09005 1.9 -0.2 -2.2 0.2277
H 2.69292 1.33291 -1.91486 -0.6 0.5 -0.1 0.2274
C 0.64115 2.55857 1.10858 -4.2 4.8 -4.8 -0.1949
H 0.74692 3.76990 0.73781 0.1 -2.7 1.5 0.1408
C -0.91935 2.26539 1.15873 1.2 0.4 3.9 -0.2387
H -0.94639 1.53429 2.04187 -0.5 0.0 -1.9 0.2049
H -1.40919 3.05924 1.65276 -0.6 1.7 0.4 0.1828
H 1.16543 2.32468 1.92884 1.6 -0.2 3.0 0.2105
H 1.05837 3.35672 -1.69692 -1.6 -3.2 0.2 0.2171
H 0.61478 1.46335 -2.23344 0.7 0.4 0.7 0.2145
H -1.09948 3.68452 -0.58174 0.8 -2.5 -2.9 0.1590
H -2.81534 0.51878 1.89772 -0.4 -1.5 -0.3 0.2312
H -3.71316 -1.66347 1.81067 1.7 -1.5 -3.7 0.2266
H -4.85442 -3.59374 0.95918 -0.4 1.9 0.2 0.1930
H -4.38576 -4.94626 0.37508 0.5 -2.0 -1.8 0.2013
```
Positions in Å, forces in eV/Å.

The calculation puts the energy at -1508.059152 hartree. The HOMO energy is -7.80 eV. The frontier orbital gap comes out at 7.0 eV. The energy above the lowest of the compared OMol25 structures with the same formula, charge and spin is 21.2518 eV. Its spin multiplicity is 1.


For reference, molecular weight by record: 788.663, 347.802 Da.